# C5H6FNS

A single C5H6FNS molecule in a non-equilibrium geometry (wB97M-V/def2-TZVPD, the Open Molecules 2025 dataset).

Geometry as XYZ:
```
14
Properties=species:S:1:pos:R:3:forces:R:3:lowdin_charge:R:1
C -0.9057 1.6452 0.1093 -0.36 -1.46 -0.57 -0.049
C 0.0835 0.5391 -0.4555 0.82 3.17 -0.10 -0.262
C -0.2380 -0.9148 -0.5558 -0.10 1.85 2.14 -0.557
S -1.7548 -1.3822 0.1660 -0.21 -2.79 -0.30 0.801
C 0.7279 -0.3699 0.5318 2.27 -0.93 -2.73 -0.527
F 0.4335 -0.3271 1.8065 -0.68 -0.16 1.58 0.087
C 2.1386 -0.7343 0.2458 6.21 0.10 -2.69 -0.079
N 3.2717 -0.8580 -0.2105 -7.03 0.49 2.97 0.139
H -1.7538 1.7110 -0.6328 0.60 -0.09 1.07 0.089
H -1.2255 1.2364 1.1033 -0.19 0.87 -0.90 0.069
H -0.5014 2.6808 0.2083 0.17 -1.13 -0.04 0.085
H 0.8214 0.9971 -1.1603 -0.84 -0.82 0.33 0.156
H 0.1639 -1.4952 -1.3247 0.52 -0.72 -1.07 0.093
H -1.2615 -2.7283 0.1687 -1.18 1.62 0.33 -0.045
```
Positions in Å, forces in eV/Å.

Output
gap between HOMO and LUMO	9.743	eV
structure (SMILES)	C[C@@H]1[C@H](S)[C@@]1(F)C#N

=====

# C5H8O

A molecular structure, C5H8O in a non-equilibrium geometry (wB97M-V/def2-TZVPD, the Open Molecules 2025 dataset).

Geometry as XYZ:
```
14
Properties=species:S:1:pos:R:3:forces:R:3:lowdin_charge:R:1
C 1.7665 0.3189 -0.3585 0.20 0.14 -0.11 -0.085
C 0.4900 0.3131 0.4398 0.37 0.20 -0.05 -0.359
C -0.2332 -1.0029 0.4314 0.22 -0.06 -0.24 -0.021
C -1.3483 -0.4301 -0.0141 0.29 -0.12 0.24 -0.379
O -2.5837 -0.9579 -0.0473 -0.01 -0.05 -0.14 0.075
C -0.7947 0.9350 -0.2303 -0.09 0.16 0.02 -0.051
H 1.5673 -0.0672 -1.3653 0.09 0.11 0.09 0.084
H 2.1874 1.3222 -0.4311 0.14 -0.01 -0.09 0.073
H 2.5013 -0.3446 0.1121 -0.03 0.16 -0.08 0.078
H 0.6257 0.7253 1.4490 0.07 -0.06 -0.19 0.134
H -2.3337 -1.7201 0.4894 -1.28 -0.63 -0.08 0.106
H 0.0857 -2.0359 0.5345 -0.07 0.18 0.40 0.113
H -1.3066 1.7579 0.2743 0.15 0.01 0.01 0.111
H -0.6236 1.1863 -1.2839 -0.06 -0.02 0.20 0.119
```
Positions in Å, forces in eV/Å.

Output
gap between HOMO and LUMO	9.519	eV

=====

# C6H12O

2 unconnected molecules or ions with the total composition C6H12O in a non-equilibrium geometry (wB97M-V/def2-TZVPD, the Open Molecules 2025 dataset).

Geometry as XYZ:
```
19
Properties=species:S:1:pos:R:3:forces:R:3:lowdin_charge:R:1
C -0.7984 1.9479 0.9478 0.95 0.91 -0.77 -0.087
C 0.1132 0.8757 0.5740 -0.09 -1.03 0.10 -0.208
C 0.0615 0.1388 -0.5541 0.24 0.17 0.00 -0.298
C -1.0176 0.3248 -1.5299 -0.06 0.11 -0.01 -0.240
O -1.8750 1.1934 -1.5016 0.29 -0.42 -0.08 0.011
C 1.1609 -0.8491 -0.8331 0.19 -0.09 -0.16 -0.230
C 1.3124 -1.9135 0.2558 0.03 -0.08 0.03 -0.104
H 0.0299 2.4371 0.2788 -1.60 1.65 1.02 0.153
H -0.8106 2.2760 1.9955 0.44 -0.11 -0.48 0.089
H -1.7715 2.0074 0.4603 0.50 -0.06 0.02 0.066
H 0.9661 0.8055 1.2464 0.04 -0.34 -0.12 0.130
H -1.0083 -0.3953 -2.3753 0.04 0.01 0.06 0.121
H 2.1041 -0.3002 -0.9419 -0.02 -0.17 -0.05 0.112
H 0.9724 -1.3334 -1.7977 0.06 0.02 0.08 0.103
H 2.1556 -2.5766 0.0386 -0.12 0.04 0.04 0.070
H 1.4916 -1.4575 1.2372 -0.02 -0.07 -0.19 0.067
H 0.4045 -2.5207 0.3400 0.13 0.07 -0.03 0.076
H -1.5964 -0.5714 0.8387 -0.49 -0.16 0.42 0.082
H -1.8942 -0.0890 1.3206 -0.50 -0.44 0.12 0.086
```
Positions in Å, forces in eV/Å.

Output
gap between HOMO and LUMO	9.371	eV
structure (SMILES)	C/C=C(\C=O)CC.[H][H]

=====

# C4H12N4

A single C4H12N4 molecule in a non-equilibrium geometry (wB97M-V/def2-TZVPD, the Open Molecules 2025 dataset).

Geometry as XYZ:
```
20
Properties=species:S:1:pos:R:3:forces:R:3:lowdin_charge:R:1
C 2.4329 -0.0992 -1.3010 -3.59 2.17 -0.13 -0.075
C -2.8170 -0.5136 -0.6686 1.57 2.95 1.10 -0.090
C -0.6758 1.6095 0.9123 -1.13 -1.56 1.49 -0.166
C 1.7530 -0.8012 -0.1105 0.75 0.13 -2.25 -0.194
N -0.6006 -0.8629 -0.1899 0.72 1.75 -0.54 -0.008
N -1.4365 -0.0122 -0.6638 -2.12 -1.24 -1.65 -0.115
N 0.4066 1.0655 0.2694 3.04 1.58 -0.47 -0.062
N 0.5338 -0.1852 0.3082 -1.53 -2.97 -0.25 -0.206
H 2.1824 1.0201 -1.1181 0.77 -1.81 -0.61 0.099
H 3.4299 -0.2804 -1.3150 3.20 -0.32 0.48 0.019
H 2.1391 -0.3799 -2.3169 -0.72 -0.02 0.27 0.069
H -3.3579 0.1064 -1.3403 -0.53 0.39 -0.76 0.067
H -2.8188 -1.4825 -0.9873 -0.70 -2.92 -0.43 0.036
H -3.1965 -0.2622 0.3250 -0.46 -0.85 0.14 0.082
H -0.9051 1.0388 1.8406 0.67 0.85 0.54 0.100
H -0.3972 2.6040 0.9250 -0.44 2.29 1.06 0.058
H -1.6397 1.3709 0.4816 -0.42 0.77 -0.98 0.048
H 1.6684 -1.8745 -0.2647 -0.46 -0.01 0.15 0.118
H 2.4076 -0.6193 0.6571 1.67 0.06 2.15 0.081
H -0.7497 -1.8175 0.0119 -0.30 -1.22 0.71 0.139
```
Positions in Å, forces in eV/Å.

Output
gap between HOMO and LUMO (spin up / spin down)	7.903 / 7.930	eV

=====

# C29H45CaIN4O6S2Si4Te

A molecular structure, C29H45CaIN4O6S2Si4Te (wB97M-V/def2-TZVPD, the Open Molecules 2025 dataset).

Geometry as XYZ:
```
93
Properties=species:S:1:pos:R:3:forces:R:3:lowdin_charge:R:1
Ca -0.1499 0.4322 -0.3945 0.41 0.15 -0.22 0.886
O -3.8061 0.6719 1.4030 0.04 0.12 0.11 0.129
C -2.8862 1.0599 0.5336 -0.02 -0.20 -0.17 -0.512
O -2.5029 0.3145 -0.3470 0.09 0.06 0.10 -0.109
C -2.4164 2.5102 0.6527 -0.22 -0.11 -0.04 -0.109
O -1.0025 2.6478 0.6521 -0.24 -0.30 0.18 -0.235
C -0.4479 2.6411 1.9810 -0.09 -0.04 0.00 -0.103
C -0.7129 1.3076 2.6898 -0.27 -0.05 -0.14 -0.643
O -0.9487 1.3122 3.9008 0.21 0.01 0.05 0.004
O -0.7199 0.3041 1.9088 0.03 0.07 0.00 -0.156
H -3.8378 -0.3138 1.3285 0.01 -0.02 -0.01 0.103
H -2.8730 2.9480 1.5424 0.13 0.13 0.01 0.140
H -2.7796 2.9995 -0.2547 0.02 0.06 0.01 0.118
H -0.8744 3.4561 2.5679 0.04 0.08 -0.04 0.126
H 0.6275 2.7697 1.8531 0.01 0.07 -0.02 0.111
S 1.4520 -1.8045 -0.0689 -0.04 -0.04 -0.08 0.500
C 3.0376 -1.2120 0.3710 0.04 0.00 0.04 -0.699
C 3.9674 -2.1494 0.8314 -0.02 -0.02 0.00 -0.094
C 5.2621 -1.8115 1.1985 0.02 -0.01 0.02 -0.217
C 6.1634 -2.8250 1.6627 0.01 0.05 -0.03 -0.202
N 6.8875 -3.6422 2.0292 -0.02 -0.02 0.01 0.128
C 5.6606 -0.4685 1.1020 0.02 0.01 0.01 -0.215
C 4.7511 0.4728 0.6470 -0.03 0.00 0.00 -0.089
C 3.4347 0.1531 0.2758 0.06 -0.07 0.01 -0.706
S 2.4301 1.4564 -0.2924 -0.06 -0.03 0.10 0.515
C 6.9879 -0.0588 1.4633 -0.04 -0.01 -0.02 -0.198
N 8.0499 0.2844 1.7461 -0.01 0.00 0.01 0.130
H 3.6576 -3.1838 0.8997 0.00 0.00 0.00 0.098
H 5.0601 1.5067 0.5706 0.00 0.00 0.00 0.099
N -0.9845 -2.6121 2.4153 0.02 -0.04 0.02 0.172
C -2.1897 -2.0212 2.4395 0.01 0.07 0.07 -0.649
O -2.9596 -1.9948 1.4785 -0.02 0.01 0.00 -0.003
C -2.5886 -1.3671 3.7441 0.03 -0.04 -0.01 -0.558
I -2.7666 -2.7841 5.3419 0.01 0.02 -0.02 0.733
H -0.5399 -2.7716 1.5193 -0.04 0.01 -0.03 0.043
H -0.3311 -2.3330 3.1303 -0.01 0.01 0.00 0.107
H -3.5661 -0.9139 3.6392 -0.02 -0.01 0.00 0.043
H -1.8585 -0.6165 4.0509 0.00 0.00 0.01 0.024
N -1.4846 -2.7357 -1.2921 -0.10 0.10 -0.10 0.104
C -1.8849 -2.3402 -2.5614 0.02 0.01 0.02 -0.343
C -3.1906 -1.9035 -2.7990 -0.02 0.00 0.01 -0.062
C -3.5878 -1.5437 -4.0758 0.02 0.00 0.01 -0.124
C -2.7033 -1.6113 -5.1436 0.00 -0.02 0.00 -0.138
C -1.4030 -2.0374 -4.9087 -0.01 0.00 0.01 -0.121
C -0.9935 -2.3994 -3.6366 0.01 -0.01 -0.01 -0.052
H -0.4872 -2.7779 -1.1422 -0.01 -0.04 0.05 -0.029
H -2.0360 -2.4017 -0.5113 0.02 -0.02 0.02 0.049
H -3.8780 -1.8226 -1.9647 0.01 0.00 -0.01 0.107
H -4.5967 -1.1804 -4.2319 0.00 0.00 0.00 0.095
H -3.0118 -1.3046 -6.1348 0.01 0.01 0.01 0.088
H -0.6874 -2.0660 -5.7221 0.00 0.00 0.00 0.095
H 0.0310 -2.7052 -3.4544 0.00 0.00 0.00 0.108
C 1.6139 6.4521 -3.7669 0.00 0.02 -0.01 -0.224
Si 0.3900 5.2568 -2.9548 0.01 -0.02 0.06 0.319
C -1.1425 6.2474 -2.4657 -0.02 0.01 -0.03 -0.228
C 1.1650 4.5679 -1.3936 0.02 0.02 -0.05 -0.235
Si -0.2364 3.5134 -4.3738 0.15 0.00 0.02 -0.085
Te -1.4514 1.7781 -3.1359 -0.12 -0.03 0.13 0.377
Si 1.6630 2.5705 -5.3509 0.10 0.00 0.04 0.315
C 2.9936 2.3261 -4.0461 -0.06 -0.01 -0.05 -0.224
C 1.2288 0.8960 -6.0905 -0.04 -0.01 -0.01 -0.228
C 2.3742 3.6671 -6.7252 -0.02 0.00 -0.03 -0.228
Si -1.6277 4.3339 -6.0518 0.00 -0.01 0.01 0.302
C -1.7499 3.0853 -7.4605 -0.02 -0.01 -0.01 -0.227
C -1.0017 5.9685 -6.7749 -0.01 0.01 -0.03 -0.228
C -3.3698 4.6247 -5.3998 0.00 0.02 0.00 -0.235
H 1.8681 7.2702 -3.0855 0.00 -0.01 0.00 0.020
H 1.2039 6.8880 -4.6821 0.02 -0.02 0.01 0.008
H 2.5419 5.9342 -4.0249 -0.02 0.01 -0.01 0.012
H -0.9049 7.0008 -1.7085 0.01 -0.01 0.00 0.020
H -1.8960 5.5706 -2.0532 0.00 0.02 -0.02 0.020
H -1.5811 6.7575 -3.3285 -0.01 -0.01 0.02 0.008
H 1.3036 5.3486 -0.6387 0.00 0.01 -0.01 0.033
H 2.1377 4.1105 -1.5903 -0.04 -0.01 0.01 -0.002
H 0.5219 3.7922 -0.9697 0.01 0.06 -0.01 -0.012
H 2.5934 1.7923 -3.1783 0.06 0.05 -0.02 -0.012
H 3.3840 3.2857 -3.6948 -0.02 -0.02 0.02 0.018
H 3.8332 1.7462 -4.4414 0.00 0.00 -0.01 0.027
H 0.7339 0.2879 -5.3281 0.01 0.00 -0.03 -0.001
H 2.1244 0.3702 -6.4352 0.00 0.01 0.01 0.024
H 0.5399 0.9943 -6.9341 0.00 0.00 0.03 0.013
H 2.5984 4.6692 -6.3487 -0.01 -0.01 -0.01 0.010
H 1.6658 3.7686 -7.5528 0.01 0.02 0.02 0.007
H 3.2995 3.2431 -7.1277 0.00 -0.01 0.01 0.019
H -0.7754 2.9089 -7.9235 -0.02 0.00 0.01 0.008
H -2.4400 3.4269 -8.2384 0.00 0.00 0.01 0.020
H -2.1155 2.1317 -7.0695 0.03 0.01 -0.01 0.025
H 0.0180 5.8693 -7.1572 -0.01 0.01 0.02 0.013
H -1.0008 6.7530 -6.0129 0.02 -0.02 -0.01 0.009
H -1.6415 6.3022 -7.5983 0.00 0.00 0.00 0.018
H -3.7433 3.7053 -4.9426 0.00 0.02 0.00 0.005
H -4.0512 4.9256 -6.2021 0.01 0.00 0.00 0.019
H -3.3766 5.4031 -4.6323 0.00 -0.02 0.00 0.013
```
Positions in Å, forces in eV/Å.

Output
gap between HOMO and LUMO	5.620	eV
total charge	-2

=====

# C14H29FeNSi2

A molecular structure, C14H29FeNSi2 in a non-equilibrium geometry (wB97M-V/def2-TZVPD, the Open Molecules 2025 dataset).

Geometry as XYZ:
```
47
Properties=species:S:1:pos:R:3:forces:R:3:mulliken_spin:R:1
C -0.7306 0.1302 -1.8069 0.94 1.10 -0.49 0.121
C 0.6711 0.5612 -1.8785 -0.89 1.40 -1.60 -0.071
C 0.8603 1.6044 -0.9278 -0.68 0.48 -0.35 0.056
C -0.3840 1.7715 -0.2509 -0.49 0.70 -0.92 0.160
C -1.3600 0.8804 -0.7946 0.90 0.90 0.54 -0.037
Fe 0.4351 -0.4629 -0.1565 -0.68 -0.71 2.47 2.847
N -0.4629 0.5178 2.7195 1.21 2.23 -2.46 -1.874
C 0.8992 -2.0612 -1.1673 1.03 -1.68 -0.61 -0.076
C 1.9324 -1.6496 -0.2333 -0.27 -1.35 -0.86 -0.065
H 1.7695 2.2332 -0.7767 -0.85 -0.92 -0.02 0.007
H 1.4243 0.1960 -2.5690 -0.17 0.05 0.08 0.005
H -0.5950 2.5297 0.4814 -0.10 -0.16 0.14 0.116
H -2.3994 0.8602 -0.4964 0.12 -0.14 0.02 -0.158
H -1.2464 -0.5839 -2.4139 0.19 -0.41 -0.27 -0.015
H 2.6957 -0.9392 -0.4582 0.72 0.26 -0.83 -0.002
H 0.2840 -2.9484 -0.9306 0.49 0.20 0.21 -0.007
H -1.2252 0.5454 1.9971 1.11 -0.06 0.61 0.234
H 2.2578 -2.2992 0.5471 -0.18 -0.33 0.82 0.002
H 1.0215 -2.0036 -2.2622 -0.06 0.35 0.50 -0.022
C -1.2383 -1.4260 4.2540 0.21 -0.68 -0.19 0.251
Si 0.2682 -1.5543 3.0406 -0.02 0.82 -0.70 0.027
C 1.7158 -1.8824 4.2096 0.39 -0.67 0.53 0.073
C -0.0681 -3.1881 2.1058 0.08 -0.45 0.35 -0.049
C 0.8461 -0.2272 1.8260 -1.38 -1.23 1.29 0.046
Si 0.1544 2.1652 3.2122 -2.06 -4.74 -0.73 -1.517
C 1.0164 1.3997 4.7027 -0.04 1.46 -0.22 -0.327
C 1.4467 2.8153 2.1054 -0.02 1.06 0.51 0.046
C -1.3431 3.2493 3.5853 -0.26 1.01 0.16 3.321
H -1.4878 -2.4339 4.6022 -0.17 -0.17 0.25 0.032
H -2.1271 -0.9801 3.7826 0.36 -0.20 0.18 -0.132
H -0.9554 -0.8189 5.1266 -0.17 -0.10 -0.33 0.121
H 1.5853 -2.8773 4.6573 0.01 -0.04 0.09 0.024
H 2.6820 -1.9118 3.6864 -0.19 0.11 -0.02 -0.027
H 1.8068 -1.1824 5.0489 -0.09 -0.01 -0.27 0.030
H -1.0862 -3.2111 1.6939 0.16 0.06 -0.03 0.012
H 0.6504 -3.4140 1.3018 -0.30 0.16 0.30 0.001
H -0.0058 -3.9934 2.8556 -0.10 -0.07 -0.17 -0.006
H 1.9767 -0.0484 1.9826 -1.84 0.80 0.55 -0.022
H 2.0107 1.0057 4.4288 -0.47 0.39 0.36 0.221
H 1.0150 2.4330 5.0701 1.04 -0.20 1.65 -0.143
H 0.3902 0.7118 5.2997 0.43 0.67 -0.38 0.120
H 1.0740 3.2993 1.1976 0.33 0.04 0.39 0.440
H 1.6015 3.5747 2.9007 1.12 0.56 -0.68 0.564
H 2.3250 2.1738 1.9414 -0.44 0.35 0.18 -0.316
H -1.9616 3.5747 2.6936 1.08 -0.02 0.67 0.036
H -2.1089 2.7120 4.1687 0.46 -0.21 0.12 -0.205
H -1.0223 4.1264 4.2259 -0.48 -0.57 -0.83 0.161
```
Positions in Å, forces in eV/Å.

Output
gap between HOMO and LUMO (spin up / spin down)	2.245 / 6.220	eV
total charge	-2
multiplicity	5